[1]
ORCA calculation (ωB97M-V with the def2-TZVPD basis set) on a cluster of 2 separate species, HN3O in total.

Properties
HOMO-LUMO gap (hartree): 0.3371
Largest force on an atom (hartree/bohr): 0.03922
HOMO level (eV): -9.594
E_LUMO (eV): -0.421
ΔE to the lowest compared entry with this formula, charge and spin (kJ/mol): 18.0

Last column: Mulliken charge in e.
Element x y z (Å)
1 N 2.0212 0.7136 0.2374  -0.0047
2 N 1.5144 0.0031 -0.4333  0.0118
3 N -0.8741 -0.1299 0.3342  0.0241
4 O -1.1954 -1.2258 -0.0452  -0.2295
5 H -1.4661 0.6389 -0.0932  0.1983

=====

[2]
ORCA calculation (ωB97M-V with the def2-TZVPD basis set) on an isolated molecule of HN3O3.

Properties
HOMO-LUMO gap (hartree): 0.3767
Largest force on an atom (hartree/bohr): 0.07466
HOMO level (eV): -10.750
E_LUMO (eV): -0.499
ΔE to the lowest compared entry with this formula, charge and spin (kJ/mol): 386.9

Last column: Mulliken charge in e.
Element x y z (Å)
1 N -0.8391 1.0749 -0.3497  0.2881
2 N -1.8875 0.7961 0.0097  -0.2036
3 N 1.2491 -0.4646 -0.1168  1.0108
4 O 1.8322 -1.5412 -0.1227  -0.5563
5 O -0.0670 -0.3518 -0.0754  -0.3367
6 O 1.8275 0.5529 0.1335  -0.5440
7 H -2.1152 -0.0663 0.5215  0.3416

=====

[3]
ORCA calculation (ωB97M-V with the def2-TZVPD basis set) on a cluster of 2 separate species, HN3O3 in total.

Properties
HOMO-LUMO gap (hartree): 0.4591
Largest force on an atom (hartree/bohr): 0.02838
HOMO level (eV): -12.016
E_LUMO (eV): 0.477
ΔE to the lowest compared entry with this formula, charge and spin (kJ/mol): 4.9

Last column: Mulliken charge in e.
Element x y z (Å)
1 N -2.7962 -1.1468 0.0081  -0.1025
2 N -2.1845 -0.3725 0.4902  0.1059
3 N 0.6628 0.6189 -0.1795  1.0851
4 O 1.8198 0.0962 0.3884  -0.4359
5 O 0.3801 1.6922 0.1998  -0.5046
6 O 0.1220 -0.0859 -0.9678  -0.5252
7 H 1.9961 -0.8021 0.0607  0.3772

=====

[4]
ORCA calculation (ωB97M-V with the def2-TZVPD basis set) on a cluster of 2 separate species, HN3OS in total.

Properties
HOMO-LUMO gap (hartree): 0.3415
Largest force on an atom (hartree/bohr): 0.05914
HOMO level (eV): -9.669
E_LUMO (eV): -0.378
ΔE to the lowest compared entry with this formula, charge and spin (kJ/mol): 8.4

Last column: Mulliken charge in e.
Element x y z (Å)
1 N 1.4691 -0.6945 0.0126  -0.2324
2 N 0.6807 -1.4625 0.2405  0.2891
3 N -0.7014 1.8667 -0.0892  -0.0061
4 O -1.2600 1.0254 -0.7453  -0.2147
5 S -0.5370 -2.3138 0.6085  -0.0652
6 H 0.3487 1.5788 -0.0272  0.2294

=====

[5]
ORCA calculation (ωB97M-V with the def2-TZVPD basis set) on a cluster of 2 separate species, HN3OS in total.

Properties
HOMO-LUMO gap (alpha / beta) (hartree): 0.2720 / 0.2740
Largest force on an atom (hartree/bohr): 0.09759
HOMO level (alpha / beta) (eV): -8.658 / -8.689
E_LUMO (alpha / beta) (eV): -1.257 / -1.233
ΔE to the lowest compared entry with this formula, charge and spin (kJ/mol): 84.9

Last column: Mulliken charge in e.
Element x y z (Å)
1 N 0.7539 -0.6176 0.1428  0.7402
2 N -0.0958 -1.3282 0.5005  -0.4350
3 N 1.6674 0.1506 0.1808  -0.5798
4 O -1.8873 0.9028 -0.6714  -0.3440
5 S -2.2627 -0.0900 0.3469  0.3165
6 H 1.8246 0.9825 -0.4997  0.3022

=====

[6]
ORCA calculation (ωB97M-V with the def2-TZVPD basis set) on the ion HN5OS with charge -2.

Properties
HOMO-LUMO gap (alpha / beta) (hartree): 0.1594 / 0.1594
Largest force on an atom (hartree/bohr): 0.03266
HOMO level (alpha / beta) (eV): 2.172 / 2.171
E_LUMO (alpha / beta) (eV): 6.509 / 6.509
ΔE to the lowest compared entry with this formula, charge and spin (kJ/mol): 325.2
Net charge: -2

Last column: Mulliken charge in e.
Element x y z (Å)
1 N -0.6838 1.0297 -0.1007  -0.4226
2 N -0.2264 -1.1833 0.1337  -0.5793
3 N 0.9706 -0.5707 0.5440  -0.3183
4 N 0.7047 1.0277 0.3715  0.0362
5 N -1.0747 -0.2211 -0.1147  0.6114
6 O 1.5770 1.6793 -0.4060  -0.8243
7 S -2.7917 -0.7289 -0.2292  -0.7169
8 H 1.5243 -1.0326 -0.1986  0.2140

=====

[7]
ORCA calculation (ωB97M-V with the def2-TZVPD basis set) on an isolated molecule of HNO.

Properties
HOMO-LUMO gap (hartree): 0.3163
Largest force on an atom (hartree/bohr): 0.18799
HOMO level (eV): -11.569
E_LUMO (eV): -2.963
ΔE to the lowest compared entry with this formula, charge and spin (kJ/mol): 375.6

Last column: Mulliken charge in e.
Element x y z (Å)
1 N 0.4726 0.2640 -0.1794  -0.0632
2 O -0.6189 0.1004 1.0893  -0.2085
3 H 0.1463 -0.3645 -0.9100  0.2717

=====

[8]
ORCA calculation (ωB97M-V with the def2-TZVPD basis set) on a cluster of 2 separate species, HNO4 in total.

Properties
HOMO-LUMO gap (hartree): 0.2607
Largest force on an atom (hartree/bohr): 0.08520
HOMO level (eV): -0.312
E_LUMO (eV): 6.780
ΔE to the lowest compared entry with this formula, charge and spin (kJ/mol): 64.8
Net charge: -2

Last column: Mulliken charge in e.
Element x y z (Å)
1 N 3.4065 0.0934 0.0151  0.8584
2 O 3.4429 0.7669 1.0430  -0.5932
3 O 3.3984 0.6021 -1.1000  -0.5897
4 O -6.4486 0.1848 -0.1403  -1.1154
5 O 3.3738 -1.3143 0.1222  -0.6755
6 H -7.1730 -0.3329 0.0601  0.1154

=====

Number 7 is which compound?
HNO